The following is a DFT calculation (ωB97M-V/def2-TZVPD) of a cluster of 2 separate species, C3H8O4 in total at a distorted geometry.

- HOMO (alpha / beta): -16.1 / -16.0 eV
- Relative energy (zero: lowest compared OMol25 entry of this formula, charge and spin): 29.6 kJ/mol
- Spin multiplicity: 2
- Charge: +1
- Kohn-Sham gap (alpha / beta): 12.79 / 6.05 eV
- Calculated total energy: -11420.8806 eV

Each line ends with the Mulliken charge.
Positions of all 15 atoms, in Å:
O -0.48 -0.39 -1.07  -0.619
C -0.17 0.76 -0.94  0.557
O 0.41 1.47 -1.93  -0.420
C -0.10 1.52 0.38  -0.349
C -0.36 0.54 1.54  -0.330
O 0.71 -0.38 1.58  -0.041
H 0.54 0.80 -2.62  0.370
H 0.81 2.10 0.46  0.360
H -0.96 2.20 0.36  0.312
H -0.36 1.14 2.45  0.335
H -1.30 -0.01 1.48  0.353
H 0.40 -1.10 0.95  0.440
H 0.26 -3.65 0.20  0.340
H 0.07 -2.30 -0.44  0.367
O -0.07 -2.78 0.40  -0.676

The following is a DFT calculation (ωB97M-V/def2-TZVPD) of a structure of composition C3H8O4S2 at a distorted geometry.

- HOMO: -9.0 eV
- Relative energy (zero: lowest compared OMol25 entry of this formula, charge and spin): 409.0 kJ/mol
- Kohn-Sham gap: 9.10 eV
- Calculated total energy: -33094.5326 eV

Each line ends with the Mulliken charge.
Positions of all 17 atoms, in Å:
C 1.80 1.12 0.78  -0.922
C -2.55 -0.86 1.21  -0.646
C 0.50 -0.59 -1.65  -0.412
O -0.99 0.83 0.06  -0.587
O -0.74 -1.18 -1.46  -0.416
O 0.32 -1.12 1.01  -0.540
O 2.60 -1.21 0.13  -0.663
S -1.57 -0.45 -0.09  0.643
S 1.35 -0.55 0.18  1.119
H 1.83 0.84 1.88  0.312
H 2.66 1.39 0.33  0.422
H 0.84 1.70 0.57  0.312
H -2.71 -2.00 1.17  0.252
H -2.12 -0.48 2.26  0.231
H 0.39 0.44 -1.93  0.309
H 1.09 -1.08 -2.39  0.413
H -2.52 -0.24 -1.09  0.173